(1)
{"formula": "C42H56AsGeIrN2O3P2S4Sb", "method": "ωB97M-V/def2-TZVPD", "elements": ["Ir", "Sb", "As", "Ge", "S", "S", "S", "S", "P", "P", "O", "O", "O", "N", "N", "C", "C", "C", "C", "C", "C", "C", "C", "C", "C", "C", "C", "C", "C", "C", "C", "C", "C", "C", "C", "C", "C", "C", "C", "C", "C", "C", "C", "C", "C", "C", "C", "C", "C", "C", "C", "C", "C", "C", "C", "C", "C", "H", "H", "H", "H", "H", "H", "H", "H", "H", "H", "H", "H", "H", "H", "H", "H", "H", "H", "H", "H", "H", "H", "H", "H", "H", "H", "H", "H", "H", "H", "H", "H", "H", "H", "H", "H", "H", "H", "H", "H", "H", "H", "H", "H", "H", "H", "H", "H", "H", "H", "H", "H", "H", "H", "H", "H"], "positions_angstrom": [[-1.051848, 0.817296, 0.354246], [0.357833, -0.684663, 3.687879], [-0.026873, 1.983150, -3.061578], [3.948578, 0.699548, -0.835973], [-0.845114, -1.566011, 5.476779], [2.047500, 0.695316, 4.510077], [-1.223098, 0.919766, 2.686159], [-0.392867, -1.612890, 0.494233], [-2.259006, -2.300689, 0.568615], [-3.478205, 1.001924, 0.242951], [-0.081279, 0.881376, -1.832060], [1.233835, 3.728769, -1.137559], [-0.465545, 3.004477, 0.096703], [-4.698208, 0.355718, 2.560331], [-3.584258, -2.181747, 2.810849], [-1.402536, -4.314715, 2.278842], [2.843406, -1.361536, -4.432248], [6.459926, -2.258480, 0.828277], [6.230666, -2.190668, 2.198121], [1.776138, 2.321508, 0.732601], [-3.917413, -0.132443, 1.625956], [-4.808360, 0.455813, -0.933903], [2.561186, -2.638519, -3.970660], [-4.881380, -0.369121, 3.690518], [-5.793991, -0.552687, 5.900890], [4.581125, -0.480453, 1.829257], [-4.267011, -1.635006, 3.838490], [-2.188753, -4.133356, 0.972322], [7.511917, 2.913517, -1.407102], [-1.214755, 3.510647, -3.016325], [-1.434879, -4.829764, -0.163302], [0.785099, 3.051892, -0.194526], [-4.396883, -2.331297, 5.054063], [4.808784, -0.527675, 0.457506], [-3.420976, 3.241628, 1.911913], [6.081601, 1.098456, -2.928481], [-3.746589, 3.596814, -0.526262], [-2.820851, -2.239128, -1.171538], [7.992832, 2.533513, -2.652203], [2.940367, -1.882574, -1.719438], [-4.139478, 2.719293, 0.666041], [5.750868, -1.434540, -0.029958], [-3.606915, -4.703760, 1.090420], [5.568321, 1.487961, -1.693613], [7.276918, 1.618362, -3.408304], [3.211232, 2.240357, 0.220768], [3.213147, -0.592865, -2.167001], [5.283978, -1.309107, 2.695250], [-5.657958, 2.779470, 0.873809], [-5.144531, -1.788118, 6.064744], [1.698641, 2.508712, -3.794058], [2.603121, -2.892472, -2.608326], [6.312621, 2.398376, -0.941628], [-0.833638, 1.021849, -4.569185], [3.145893, -0.346016, -3.535496], [-5.667113, 0.152138, 4.731078], [-3.401015, -1.455846, 1.730668], [-2.660261, 3.627994, -0.612991], [-4.187727, -4.521779, 0.182173], [-4.658040, -0.567142, -1.261651], [-2.736978, -1.210373, -1.514854], [-1.056915, 4.082994, -3.931124], [-5.972901, 2.042707, 1.605089], [-1.907053, 0.920038, -4.407852], [5.950275, 2.696844, 0.035583], [-4.824868, 1.102790, -1.810304], [-2.236665, 3.135905, -2.983175], [1.776081, 3.591244, -3.742893], [-6.382581, -0.146978, 6.713434], [-1.376529, -5.374962, 2.543163], [1.373201, 1.327185, 0.959112], [5.937707, -1.485356, -1.098467], [-0.658261, 1.545290, -5.510163], [3.851664, 0.207778, 2.245372], [-3.832790, -2.623876, -1.309040], [-5.762628, 0.509529, -0.412987], [-2.037358, -4.905168, -1.070019], [3.415434, 3.144679, -0.354333], [-3.545066, -5.783132, 1.247174], [-6.132942, 1.118838, 4.592954], [5.084465, -1.259446, 3.758468], [-0.509273, -4.298569, -0.389910], [7.651041, 1.304919, -4.375780], [-5.914980, 3.772670, 1.250982], [-0.375345, -3.968837, 2.156847], [7.191042, -2.952700, 0.430807], [8.075921, 3.610001, -0.798627], [1.770723, 2.874170, 1.675675], [-3.884752, -3.275970, 5.171965], [-3.744225, 4.265972, 2.117256], [2.398878, -3.890396, -2.239069], [-1.172010, -5.841701, 0.150217], [-0.394018, 0.027535, -4.615380], [2.488796, 2.083645, -3.180260], [-2.342017, 3.246774, 1.757002], [3.876818, 2.227561, 1.087715], [-2.110318, -2.839068, -1.736389], [-5.233440, -2.316588, 7.004713], [-4.121777, -4.259041, 1.935391], [2.324065, -3.430690, -4.670372], [2.841603, -1.161966, -5.498009], [-6.201635, 2.635198, -0.060979], [-4.173380, 3.226807, -1.462460], [-4.113317, 4.614007, -0.370370], [-3.644244, 2.622931, 2.778245], [8.926748, 2.934600, -3.026191], [1.777755, 2.168052, -4.826223], [-1.861098, -3.762859, 3.092179], [3.348138, 0.646519, -3.917294], [2.994262, -2.097084, -0.661254], [5.549300, 0.366371, -3.523011], [-1.007618, 4.121379, -2.144556], [6.794883, -2.820748, 2.874842]], "atomic_forces_ev_per_a": [[-0.73, 0.05, 0.50], [0.22, 0.58, 1.17], [-0.60, 0.00, -1.19], [0.60, 0.03, 0.30], [0.03, -0.08, -0.62], [-0.17, -0.31, -0.45], [0.09, -0.06, -0.12], [-0.07, -0.02, -0.19], [0.77, -0.60, -0.94], [0.36, 0.18, -0.11], [0.22, -0.10, 0.50], [-0.04, -0.31, -0.09], [0.26, -0.23, -0.21], [0.15, -0.29, -0.18], [0.12, 0.36, -0.43], [-0.04, 0.02, -0.13], [-0.07, 0.02, -0.10], [0.01, -0.03, -0.01], [0.00, 0.01, -0.01], [-0.26, -0.22, -0.37], [-0.49, 0.61, 0.13], [0.20, 0.03, 0.04], [0.03, 0.02, 0.02], [0.27, -0.32, -0.17], [-0.04, 0.36, -0.30], [-0.12, 0.17, -0.09], [-0.32, 0.36, 0.04], [-0.30, 0.25, 0.28], [0.03, 0.06, 0.00], [0.20, -0.02, 0.22], [0.03, 0.13, -0.08], [0.25, 0.56, 0.09], [-0.15, -0.06, 0.28], [-0.13, 0.13, -0.09], [0.08, -0.09, -0.07], [-0.08, -0.04, 0.02], [0.17, -0.17, 0.00], [-0.28, 0.02, 0.36], [0.02, -0.07, -0.03], [-0.16, 0.05, 0.03], [-0.03, -0.07, 0.15], [0.01, 0.03, -0.03], [0.14, 0.05, -0.02], [-0.23, -0.10, 0.02], [0.04, 0.04, -0.05], [-0.22, -0.24, -0.39], [-0.09, 0.47, 0.32], [0.05, -0.06, 0.10], [0.14, -0.01, -0.09], [0.19, -0.40, -0.09], [-0.15, 0.25, 0.42], [0.00, -0.12, -0.01], [-0.09, 0.02, 0.06], [0.17, 0.09, 0.11], [0.06, -0.04, -0.08], [-0.16, 0.01, 0.46], [0.21, -0.62, 0.55], [0.02, 0.05, -0.04], [-0.02, -0.06, 0.00], [0.01, 0.03, -0.01], [0.04, -0.05, -0.01], [0.02, -0.05, -0.04], [-0.14, 0.01, 0.03], [0.03, 0.04, 0.08], [0.05, 0.05, 0.00], [-0.03, 0.01, -0.01], [0.04, -0.04, -0.03], [-0.05, 0.05, 0.06], [0.00, 0.01, 0.01], [-0.03, -0.04, -0.07], [0.03, 0.09, 0.19], [0.04, -0.04, 0.00], [-0.02, 0.02, 0.01], [-0.02, -0.06, 0.07], [-0.02, 0.02, -0.04], [-0.06, 0.03, -0.06], [0.03, -0.03, 0.00], [0.09, -0.06, -0.05], [0.00, -0.02, -0.04], [0.01, 0.01, -0.02], [-0.04, 0.03, 0.00], [0.03, -0.06, -0.07], [0.00, -0.01, 0.00], [0.02, 0.03, -0.02], [-0.01, 0.01, 0.05], [0.02, 0.01, 0.01], [-0.02, 0.01, 0.01], [-0.16, -0.13, 0.06], [0.05, 0.02, -0.03], [-0.06, 0.02, -0.06], [-0.04, 0.02, 0.03], [-0.06, -0.01, 0.07], [0.09, -0.03, 0.01], [-0.19, 0.22, 0.02], [-0.01, 0.05, 0.05], [0.09, -0.02, -0.07], [0.00, 0.02, 0.06], [0.01, 0.01, 0.01], [-0.09, -0.07, 0.04], [0.00, -0.01, 0.01], [-0.05, 0.04, 0.01], [-0.04, -0.02, 0.00], [-0.03, 0.05, -0.03], [-0.04, 0.01, 0.05], [0.02, 0.06, 0.07], [0.00, 0.01, 0.01], [-0.05, -0.10, 0.08], [0.10, 0.01, 0.14], [0.15, -0.28, -0.06], [0.00, -0.09, 0.06], [0.05, 0.00, -0.03], [0.10, -0.03, 0.04], [-0.03, -0.03, 0.00]], "mulliken_spin": [1.85, 0.25, 0.02, 0.01, 0.30, 0.36, 0.57, 0.09, 0.10, 0.08, 0.11, 0.01, 0.09, 0.01, -0.01, 0.01, 0.00, 0.00, 0.00, 0.05, 0.05, 0.04, 0.00, -0.02, 0.00, 0.01, 0.01, 0.01, 0.00, -0.01, 0.00, -0.02, 0.00, 0.00, 0.01, 0.00, 0.03, 0.00, 0.00, 0.00, -0.01, 0.00, 0.00, 0.00, 0.00, 0.00, 0.00, 0.00, 0.01, 0.00, 0.01, 0.00, 0.00, 0.00, 0.00, 0.00, -0.03, -0.01, 0.00, 0.00, 0.00, 0.00, 0.00, 0.00, 0.00, 0.00, 0.00, 0.00, 0.00, 0.00, 0.01, 0.00, 0.00, -0.01, 0.00, 0.00, 0.00, 0.00, 0.00, 0.00, -0.01, 0.00, 0.00, 0.00, 0.00, 0.00, 0.00, 0.02, 0.00, 0.00, 0.00, 0.00, 0.00, 0.00, -0.01, 0.00, 0.00, 0.00, 0.00, 0.00, 0.00, 0.00, 0.00, 0.00, 0.00, 0.00, 0.00, -0.01, 0.00, 0.00, 0.00, 0.00, 0.00], "energy_ha": -8902.0789, "charge": -1, "fmax_ev_per_a": 1.35, "s2": 6.03, "homo_lumo_gap_ev": [5.05, 5.52], "homo_ha": [-0.13259, -0.15079], "spin_multiplicity": 5, "de_lowest_kcal_mol": 50.26}

=====

(2)
{"formula": "C20H46Cl8O6", "method": "ωB97M-V/def2-TZVPD", "elements": ["Cl", "Cl", "Cl", "Cl", "Cl", "Cl", "Cl", "Cl", "O", "O", "O", "O", "O", "O", "C", "C", "C", "C", "C", "C", "C", "C", "C", "C", "C", "C", "C", "C", "C", "C", "C", "C", "C", "C", "H", "H", "H", "H", "H", "H", "H", "H", "H", "H", "H", "H", "H", "H", "H", "H", "H", "H", "H", "H", "H", "H", "H", "H", "H", "H", "H", "H", "H", "H", "H", "H", "H", "H", "H", "H", "H", "H", "H", "H", "H", "H", "H", "H", "H", "H"], "positions_angstrom": [[-6.461962, 1.178525, -2.812620], [0.924998, -4.753493, 5.021379], [-4.637932, 1.339306, 1.095519], [-1.224054, -7.480279, 3.121083], [0.559014, -5.953964, -0.428789], [0.920018, -2.487465, 0.022602], [-1.350205, -0.123008, -0.574536], [0.393578, -1.836833, 3.642873], [-3.464327, 4.050134, -1.892541], [1.570095, 1.183809, 2.871967], [5.178120, -0.832887, -1.010439], [0.544941, 3.526668, 1.429341], [-3.514371, 6.371400, -3.647119], [5.432565, -3.924795, -0.839235], [-0.841217, -2.562486, 0.332263], [-0.302589, -6.367546, 2.104091], [4.230228, -1.828945, -1.265171], [4.922875, 0.371478, -1.688167], [2.268295, -3.707469, 4.441725], [2.642409, 0.354546, 2.504651], [-4.270327, 7.488520, -4.055271], [0.188495, -7.115643, 0.864210], [-1.550276, -1.873375, -0.805005], [-4.217382, 5.166232, -3.830997], [-0.225151, 2.509469, 2.012484], [-5.814288, 1.822610, -1.265666], [6.754576, -3.420330, -0.947876], [4.414234, -3.059706, -0.394596], [0.510105, 1.197258, 1.915178], [-3.421746, 4.000605, -3.313856], [0.042872, 4.810271, 1.704459], [-5.273556, 0.677184, -0.461638], [1.810857, -2.836341, 3.286517], [-2.323134, 3.550193, -1.230842], [-0.411045, 2.710094, 3.077589], [-4.458187, 5.008841, -4.892190], [-2.368858, 4.054555, -3.613153], [3.312126, 0.339714, 3.357971], [-4.224104, 7.639719, -5.144824], [5.156214, 0.260377, -2.757145], [0.853337, 0.954474, 0.908354], [1.603429, -3.435236, 2.400869], [-1.242656, 2.368366, 1.615223], [-6.051945, -0.030166, -0.193652], [7.247854, -3.900947, -1.787313], [2.618635, -2.158545, 3.007053], [-5.002583, 2.489613, -1.547214], [-3.822176, 3.052878, -3.691939], [3.882083, 0.688981, -1.582047], [3.083593, 0.649404, 1.550635], [2.640244, -3.091085, 5.255937], [-1.168571, -2.173407, -1.775493], [3.506670, -3.662799, -0.414152], [-4.409479, 0.236815, -0.948216], [-0.581338, -7.806845, 0.529310], [4.572952, -2.742900, 0.648834], [-2.621669, -2.053847, -0.720900], [-0.195708, 4.934615, 2.767516], [-1.026091, -2.006633, 1.249602], [-6.606981, 2.395509, -0.797262], [7.271686, -3.635201, -0.005249], [-2.243027, 2.465132, -1.354823], [0.554990, -5.954820, 2.629964], [6.781924, -2.338028, -1.069353], [-0.894868, 5.038808, 1.177321], [-1.388996, 4.012712, -1.567582], [-2.476428, 3.814686, -0.186699], [1.057310, -7.721271, 1.111498], [-0.918500, -5.517063, 1.819176], [4.199736, -2.195020, -2.304064], [3.046043, -4.394475, 4.119399], [3.214878, -1.431354, -1.107637], [-5.342384, 7.349643, -3.874801], [5.589568, 1.149620, -1.320793], [-5.172535, 5.197932, -3.290849], [2.319962, -0.676303, 2.265965], [0.785458, 5.532604, 1.373495], [-1.061077, -3.617138, 0.474814], [-0.173590, 0.407330, 2.257267], [-3.851623, 8.357030, -3.556391]], "atomic_forces_ev_per_a": [[-0.09, -0.07, -0.03], [0.27, 0.14, 0.15], [-0.06, -0.05, -0.08], [0.05, 0.06, 0.27], [0.18, -0.12, -0.01], [0.15, 0.11, 0.05], [-0.05, 0.34, -0.43], [-0.04, -0.16, 0.23], [-0.12, 0.11, -0.21], [0.11, 0.34, -0.49], [0.25, 0.10, 0.37], [-0.39, 0.05, -0.14], [-0.11, -0.14, 0.09], [-0.17, -0.36, -0.46], [0.43, 0.18, 0.09], [0.56, 0.27, -0.78], [-1.14, -0.53, -0.28], [0.22, 0.02, -0.68], [-0.48, 0.13, -0.10], [-0.69, -0.63, -0.51], [-0.05, -0.15, -0.65], [-0.52, -0.31, 0.53], [-0.46, -0.29, 0.49], [-0.17, -0.16, -0.35], [-0.05, -0.56, 0.44], [0.34, 0.26, -0.65], [-0.17, 0.37, 0.84], [0.53, 0.40, 0.24], [-0.16, -0.42, 1.19], [0.58, 0.09, 0.56], [-0.37, 0.26, -0.06], [0.00, 0.38, 0.70], [0.57, -0.57, -0.20], [-0.20, 0.03, 0.04], [0.29, 0.10, 0.06], [0.09, 0.02, -0.04], [-0.10, 0.17, -0.29], [0.39, 0.03, -0.21], [0.31, -0.03, 0.06], [-0.23, -0.02, 0.02], [0.11, 0.20, -0.06], [-0.22, -0.02, 0.16], [0.16, 0.33, -0.59], [0.16, -0.21, -0.14], [0.00, -0.14, 0.03], [-0.02, -0.24, 0.24], [-0.10, 0.14, 0.15], [-0.14, 0.00, 0.04], [-0.04, 0.02, 0.08], [0.52, 0.58, 0.17], [-0.18, -0.15, 0.20], [-0.06, 0.09, -0.04], [-0.07, 0.07, -0.10], [-0.18, -0.26, -0.11], [-0.06, 0.20, -0.27], [0.12, 0.00, -0.03], [0.03, -0.13, -0.19], [0.34, 0.02, 0.06], [0.04, -0.22, 0.07], [-0.02, -0.18, 0.21], [0.26, -0.12, -0.17], [0.06, -0.03, 0.13], [-0.15, -0.20, 0.34], [-0.06, -0.06, -0.22], [0.07, -0.24, -0.16], [-0.10, 0.08, -0.16], [0.13, -0.26, 0.09], [0.19, 0.21, -0.18], [-0.29, -0.21, 0.05], [0.47, 0.30, -0.12], [0.11, 0.14, -0.11], [0.08, 0.07, 0.22], [0.08, 0.16, 0.55], [-0.05, -0.12, 0.30], [-0.01, 0.01, 0.05], [-0.12, 0.55, 0.31], [0.06, 0.01, 0.17], [-0.27, 0.03, -0.28], [-0.14, 0.05, -0.51], [-0.23, 0.10, 0.06]], "mulliken_charge": [-0.23, -0.20, -0.19, -0.20, -0.15, -0.04, -0.09, -0.13, -0.54, -0.44, -0.37, -0.29, -0.29, -0.42, -0.37, 0.16, -0.17, -0.70, -0.68, 0.12, -0.73, -0.50, -0.76, -0.57, -0.33, 0.27, -0.61, -0.25, -0.18, -0.48, -0.70, -0.34, 0.00, -0.58, 0.33, 0.37, 0.43, 0.41, 0.28, 0.32, 0.29, 0.07, 0.14, 0.40, 0.25, 0.23, -0.37, 0.33, 0.26, 0.33, 0.45, 0.37, 0.19, 0.13, 0.35, 0.27, 0.38, 0.33, 0.27, 0.37, 0.25, 0.35, 0.00, 0.26, 0.21, 0.47, 0.05, 0.32, 0.00, 0.25, 0.36, 0.24, 0.32, 0.25, 0.33, -0.67, 0.26, 0.12, 0.17, 0.24], "energy_ha": -4922.4745, "smiles": "COCCOC.COCCOC.COCCOC.ClCCCl.ClCCCl.ClCCCl.ClCCCl", "fmax_ev_per_a": 1.29, "homo_lumo_gap_ev": 9.84, "homo_ha": -0.34616, "de_lowest_kcal_mol": 0.00}

=====

(3)
{"formula": "C3H7IN3", "method": "ωB97M-V/def2-TZVPD", "elements": ["I", "N", "N", "N", "C", "C", "C", "H", "H", "H", "H", "H", "H", "H"], "positions_angstrom": [[-2.349086, 2.152412, -3.201721], [-0.515537, -0.000617, 1.383353], [-0.861378, -0.267944, -0.815866], [0.616424, -0.417943, 0.950675], [-1.411405, 0.119043, 0.261014], [0.477689, -0.674328, -0.466765], [1.798382, -0.605368, 1.667409], [0.673804, -1.771420, -0.744098], [2.182169, -1.657302, 1.918628], [-3.655289, 2.881431, -3.917238], [2.641761, -0.037459, 1.049993], [1.666893, -0.027139, 2.578870], [-2.450424, 0.304189, 0.402739], [1.185997, 0.002444, -1.066991]], "atomic_forces_ev_per_a": [[-0.79, 0.39, -0.43], [1.82, -0.04, 0.68], [0.77, -0.58, -0.06], [-4.72, -0.08, -1.68], [1.57, -1.38, 0.39], [0.56, 0.24, -2.49], [3.88, 1.09, 0.89], [-0.22, 1.49, 0.45], [-1.16, 1.32, -0.76], [0.78, -0.41, 0.45], [-1.63, -1.38, 1.27], [0.22, -0.26, 0.26], [-0.44, 0.65, 0.21], [-0.65, -1.07, 0.84]], "nbo_charge": [-0.14, 0.00, -0.25, 0.01, 0.17, -0.18, -0.47, 0.31, 0.30, 0.14, 0.27, 0.27, 0.26, 0.30], "energy_ha": -580.1147, "charge": 1, "fmax_ev_per_a": 5.02, "homo_lumo_gap_ev": 5.77, "homo_ha": -0.46165, "de_lowest_kcal_mol": 59.20}